1.
{
  "formula": "C5H8N2",
  "method": "the ωB97M-V functional and the def2-TZVPD basis",
  "smiles": "[H]/N=C1\\C=CN(C)C1",
  "spin_multiplicity": 1,
  "total_energy_ev": -8294.0451,
  "elements": ["C", "N", "C", "C", "C", "N", "C", "H", "H", "H", "H", "H", "H", "H", "H"],
  "positions_angstrom": [[-1.117, 1.763, -0.506], [-0.190, 0.660, -0.436], [0.988, 0.730, 0.265], [1.453, -0.467, 0.682], [0.480, -1.484, 0.278], [0.465, -2.757, 0.359], [-0.676, -0.712, -0.354], [-0.559, 2.699, -0.599], [-1.749, 1.660, -1.393], [-1.770, 1.830, 0.379], [1.455, 1.703, 0.397], [2.399, -0.656, 1.173], [1.322, -3.083, 0.808], [-0.933, -1.111, -1.341], [-1.567, -0.775, 0.288]],
  "atomic_forces_ev_per_a": [[-0.05, 0.10, -0.04], [0.17, 0.00, 0.08], [-0.03, 0.00, -0.02], [0.00, -0.01, 0.01], [-0.15, -0.10, -0.05], [0.18, 0.29, 0.06], [-0.06, -0.06, -0.05], [-0.08, -0.13, 0.03], [0.07, 0.01, 0.12], [0.09, -0.04, -0.09], [-0.06, -0.13, -0.01], [-0.16, 0.05, -0.08], [-0.09, -0.02, -0.04], [0.03, 0.03, 0.15], [0.14, 0.01, -0.06]]
}

2.
{
  "formula": "C9H11N2S",
  "method": "the ωB97M-V functional and the def2-TZVPD basis",
  "smiles": "[H]/N=C1\\SC[NH2+][C@@H]1c1ccccc1",
  "spin_multiplicity": 1,
  "total_energy_ev": -23318.0810,
  "total_charge": 1,
  "elements": ["C", "C", "C", "C", "C", "C", "C", "C", "C", "N", "N", "S", "H", "H", "H", "H", "H", "H", "H", "H", "H", "H", "H"],
  "positions_angstrom": [[-3.134, 0.568, -0.653], [-2.681, 1.162, 0.589], [-2.352, -0.263, -1.441], [-1.460, 0.684, 1.041], [-1.066, -0.549, -0.924], [-0.588, -0.089, 0.321], [1.522, 0.949, -0.253], [3.012, -1.165, 0.330], [0.853, -0.219, 0.747], [0.981, 2.048, -0.427], [1.572, -1.458, 0.539], [3.165, 0.421, -0.661], [-4.102, 0.874, -1.089], [-3.280, 2.001, 1.102], [-2.822, -0.591, -2.340], [-1.251, 0.944, 2.010], [-0.416, -1.055, -1.572], [3.621, -1.185, 1.266], [3.473, -1.945, -0.364], [0.889, 0.276, 1.719], [1.541, 2.699, -0.962], [0.983, -1.949, -0.295], [1.541, -2.157, 1.316]],
  "atomic_forces_ev_per_a": [[-0.64, 1.96, 0.83], [-1.17, -0.63, -2.11], [0.79, 0.62, 2.67], [-1.16, 0.66, -0.17], [-0.60, 0.48, 0.06], [-1.43, -1.74, -1.64], [0.91, -1.77, 2.01], [2.24, -0.52, -2.45], [-1.66, 4.35, -1.40], [-0.44, -0.20, -0.14], [-1.53, -2.12, -1.12], [-0.24, -1.06, 0.61], [0.52, -0.14, 0.55], [1.03, -1.86, -0.67], [0.50, -0.54, -0.66], [1.12, 0.90, 2.31], [1.05, -0.91, -0.95], [-1.03, 0.30, -0.49], [-0.77, 0.79, 1.13], [0.73, -0.81, 0.29], [0.06, 0.26, -0.12], [2.20, 1.16, 1.84], [-0.48, 0.83, -0.40]]
}

These records have energy above the lowest of the compared OMol25 structures with the same formula, charge and spin values of 21.9 39.0 kcal per mole, in the order they appear.